This record from the Open Molecules 2025 dataset describes 8 unconnected molecules or ions with the total composition C74H84F12N13O4PS2 at a distorted geometry. The level of theory is ωB97M-V/def2-TZVPD.

Last column: Mulliken charge in e.
Positions of all 190 atoms, in Å:
C -5.00192 -1.85852 -3.57261  -0.673
N -4.36699 -2.26360 -4.84555  0.130
C -3.30330 -1.57530 -5.33929  -0.595
C -2.73756 -1.95547 -6.60399  -1.058
C -3.44607 -2.85232 -7.37657  1.075
C -4.58915 -3.44314 -6.89371  -0.689
C -4.97380 -3.21086 -5.58873  -0.407
C -2.83908 -3.15430 -8.77210  0.936
C -1.47542 -3.22489 -9.05255  -0.991
C -1.10160 -3.51741 -10.36716  0.005
N -2.02869 -3.76323 -11.27717  -0.005
C -3.35492 -3.70444 -11.02037  -0.519
C -3.73469 -3.30853 -9.80762  -0.575
C -1.51906 -4.01466 -12.65974  -0.857
H -5.74790 -1.10278 -3.69082  0.292
H -4.17381 -1.47348 -2.94119  0.151
H -5.41647 -2.78221 -3.13797  0.341
H -2.95334 -0.77451 -4.69623  0.679
H -1.88887 -1.46606 -6.97897  0.661
H -5.17885 -4.10144 -7.49692  0.532
H -5.83894 -3.71724 -5.11183  0.459
H -0.72721 -3.06862 -8.28024  0.544
H -0.06941 -3.56815 -10.66921  0.400
H -4.07839 -3.79387 -11.79973  0.502
H -4.78983 -3.27024 -9.55710  0.503
H -2.08804 -4.86676 -13.03862  0.394
H -0.47148 -4.34629 -12.61865  0.318
H -1.72230 -3.10781 -13.20569  0.373
C -3.03199 -8.74007 -2.00229  -0.774
N -2.34100 -7.80987 -1.01427  0.030
C -2.60090 -6.48405 -1.07694  -0.183
C -1.97194 -5.56524 -0.28435  -0.918
C -1.02329 -5.97369 0.64300  0.822
C -0.84404 -7.35064 0.76367  -0.522
C -1.51165 -8.24456 -0.04660  -0.627
C -0.24809 -5.00564 1.49710  1.236
C 0.99701 -5.33046 1.93874  -1.036
C 1.62732 -4.47650 2.86009  -0.133
N 1.02275 -3.39026 3.28412  0.424
C -0.12966 -2.95498 2.70381  -0.499
C -0.83211 -3.73726 1.80574  -0.848
C 1.54097 -2.59817 4.39729  -1.117
H -2.28991 -9.25551 -2.58357  0.347
H -3.69860 -8.13210 -2.63606  0.269
H -3.60292 -9.37093 -1.34553  0.404
H -3.37495 -6.14017 -1.77425  0.403
H -2.30343 -4.54567 -0.41738  0.291
H -0.17072 -7.78099 1.51038  0.562
H -1.24880 -9.29191 -0.03935  0.485
H 1.37536 -6.28688 1.60155  0.646
H 2.60741 -4.65136 3.31278  0.497
H -0.53021 -2.00449 3.03818  0.417
H -1.76977 -3.44273 1.36410  0.470
H 1.97132 -3.31701 5.08831  0.506
H 0.66164 -2.12035 4.81563  0.325
H 2.30229 -1.91753 3.99712  0.370
C -3.67542 4.40977 -1.70455  -0.864
N -2.71877 5.16935 -0.91593  0.154
C -2.14738 6.26255 -1.42546  -0.356
C -1.41159 7.09089 -0.61893  -0.696
C -1.21898 6.75145 0.71353  0.728
C -1.74689 5.56621 1.18281  -0.587
C -2.53489 4.81918 0.37137  -0.394
C -0.47395 7.62419 1.64534  0.562
C 0.77128 8.01909 1.27548  -0.660
C 1.45625 8.92894 2.02316  -0.473
N 0.98261 9.46391 3.14207  -0.021
C -0.21264 9.00370 3.58048  -0.425
C -0.96507 8.08239 2.85737  -0.559
C 1.71916 10.54676 3.85373  -0.703
H -3.63895 3.33575 -1.47892  0.224
H -3.50152 4.52676 -2.78750  0.383
H -4.67926 4.80043 -1.52961  0.375
H -2.42411 6.52368 -2.42332  0.543
H -0.95461 7.97713 -0.99540  0.685
H -1.66709 5.23584 2.21613  0.575
H -3.02763 3.90154 0.70812  0.456
H 1.30770 7.67641 0.41672  0.545
H 2.35839 9.37765 1.62012  0.470
H -0.59132 9.43020 4.50723  0.418
H -1.95229 7.75087 3.12687  0.596
H 1.28806 11.47155 3.42045  0.413
H 2.77080 10.53761 3.58295  0.307
H 1.38907 10.56505 4.89831  0.289
C -4.13599 0.25197 13.90698  -0.828
N -4.12125 0.19378 12.41397  -0.028
C -4.99620 -0.64858 11.82010  -0.436
C -4.99673 -0.75420 10.42071  -0.631
C -4.19742 0.06744 9.68676  0.910
C -3.41261 1.02416 10.34362  -0.704
C -3.38598 1.09518 11.69500  -0.147
C -4.25525 -0.11404 8.22094  0.609
C -4.23427 -1.40772 7.68148  -0.614
C -4.44193 -1.60796 6.33259  -0.296
N -4.69209 -0.54234 5.51966  0.146
C -4.71121 0.72520 6.02862  -0.263
C -4.49327 0.97984 7.36818  -0.700
C -5.09373 -0.70473 4.09382  -1.124
H -5.10855 0.69184 14.18229  0.382
H -3.29613 0.92854 14.15397  0.264
H -3.87004 -0.76453 14.25474  0.403
H -5.59173 -1.24547 12.50713  0.514
H -5.69819 -1.44730 9.98031  0.523
H -2.72988 1.67941 9.82020  0.431
H -2.76633 1.77806 12.23864  0.421
H -3.94472 -2.26836 8.29002  0.524
H -4.56037 -2.62370 6.00271  0.492
H -4.99131 1.55360 5.41179  0.483
H -4.54813 1.99750 7.74067  0.495
H -5.94695 -0.04862 3.86730  0.386
H -5.45336 -1.72486 3.96342  0.355
H -4.24330 -0.53587 3.45491  0.436
C 5.06799 2.56951 6.84402  -0.845
N 4.50355 2.67983 5.48101  0.111
C 3.97770 1.59420 4.90048  -1.028
C 3.54752 1.62721 3.58064  -0.003
C 3.68526 2.79077 2.82596  0.579
C 4.19352 3.93261 3.46840  -0.988
C 4.61154 3.85418 4.79352  -0.534
C 3.36851 2.92008 1.38045  1.181
C 4.22637 3.69360 0.58025  -1.056
C 3.85503 4.02469 -0.69636  -0.590
N 2.71442 3.52646 -1.18768  0.168
C 1.96517 2.66327 -0.50333  -0.356
C 2.24490 2.40366 0.80858  -0.363
C 2.24740 3.93961 -2.54407  -1.024
H 5.09514 3.51759 7.36528  0.343
H 6.02128 2.10396 6.67491  0.405
H 4.47859 1.86932 7.46175  0.341
H 4.00520 0.64363 5.43756  0.780
H 3.20687 0.72132 3.11403  0.399
H 4.23662 4.89948 3.01617  0.690
H 5.03619 4.68420 5.31354  0.451
H 5.09433 4.16543 0.99444  0.916
H 4.38746 4.68825 -1.37767  0.564
H 1.07612 2.37317 -1.04326  0.350
H 1.56383 1.73722 1.35493  0.439
H 1.15295 3.86418 -2.57046  0.313
H 2.67394 3.22242 -3.26893  0.355
H 2.56363 4.95436 -2.76051  0.431
C 1.50806 -2.80108 -2.60036  -1.204
N 2.12016 -2.04770 -3.75260  0.233
C 3.14771 -2.64867 -4.36895  -0.369
C 3.84151 -2.02736 -5.37053  -0.752
C 3.33891 -0.77059 -5.83827  0.730
C 2.20044 -0.16546 -5.21388  -0.916
C 1.66728 -0.82559 -4.13186  -0.300
C 4.04947 -0.19113 -7.03145  0.776
C 4.24426 -0.97907 -8.18147  -0.828
C 4.83558 -0.35882 -9.29968  -0.324
N 5.33100 0.89556 -9.18036  -0.005
C 5.20624 1.61628 -8.05564  -0.263
C 4.43582 1.16011 -7.01388  -0.712
C 6.15052 1.41188 -10.35871  -0.906
H 2.25538 -3.00397 -1.81541  0.338
H 1.15852 -3.78797 -2.85317  0.515
H 0.71833 -2.25424 -2.12389  0.125
H 3.46387 -3.61592 -3.98343  0.540
H 4.71699 -2.51480 -5.78501  0.643
H 1.80803 0.75109 -5.62055  0.707
H 0.83940 -0.41414 -3.56614  0.742
H 3.80896 -1.92534 -8.29229  0.593
H 5.07985 -0.87651 -10.24876  0.476
H 5.64304 2.61012 -8.10577  0.416
H 4.20254 1.75946 -6.13758  0.456
H 6.69240 2.30743 -10.05725  0.349
H 5.45922 1.76853 -11.12181  0.360
H 6.91777 0.65639 -10.60942  0.420
P -1.61023 0.03942 -0.67995  1.541
F -1.47545 0.21630 0.87780  -0.455
F -1.37030 1.61053 -0.88045  -0.498
F -0.04685 -0.18597 -0.89521  -0.406
F -1.87212 -0.19317 -2.28439  -0.278
F -1.78352 -1.56369 -0.46491  -0.279
F -3.19331 0.26870 -0.53318  -0.338
C 5.25918 -3.51732 4.55801  0.459
F 5.09705 -4.53608 3.67398  -0.218
F 4.12263 -3.66014 5.38921  -0.243
F 6.33740 -3.77260 5.20172  -0.148
S 5.14137 -1.81539 3.89115  1.187
O 4.27678 -1.20329 4.89790  -0.671
O 6.46558 -1.43846 3.60346  -0.668
N 4.41392 -2.03765 2.51590  -0.213
S 4.40795 -1.39102 1.11260  0.680
O 4.50806 0.05539 1.11472  -0.518
O 4.97551 -2.19661 0.07399  -0.641
C 2.65600 -1.55846 0.72370  0.471
F 2.16071 -2.77923 0.64456  -0.059
F 1.80813 -0.97809 1.57144  -0.184
F 2.53018 -0.92774 -0.50141  -0.153

The value obtained for the HOMO-LUMO gap is 7.08 eV. The value obtained for the largest force on an atom is 3.788 eV/Å. As for the multiplicity: 1. The total charge is +10. The calculation puts the LUMO energy at -17.627 eV. The electronic energy comes out at -169112.646 eV.